(1)
The molecule C2H3N, computed with the ωB97M-V functional and the def2-TZVPD basis.

XYZ file:
```
6
C2H3N, DFT the ωB97M-V functional and the def2-TZVPD basis
C 0.319 0.067 -0.354
C -1.363 -0.282 1.507
N -0.399 -0.245 0.834
H 0.241 1.144 -0.515
H 1.368 -0.225 -0.293
H -0.165 -0.457 -1.180
```

Calculated values
frontier orbital gap: 12.1 eV
total charge: 0
energy: -132.71090 a.u.
F_max: 1.4 eV/Å
E_LUMO: 0.8331 eV
energy relative to the best compared isomer or geometry (same formula, charge and spin): 1.110 eV

---

(2)
A cluster of 8 separate species, C5H22NO9 in total, computed with the ωB97M-V functional and the def2-TZVPD basis.

XYZ file:
```
37
C5H22NO9, DFT the ωB97M-V functional and the def2-TZVPD basis
O 1.128 -0.040 1.069
C 1.524 0.384 -0.088
O 2.335 -0.167 -0.775
C 0.779 1.612 -0.596
C -0.445 1.666 -1.368
C -1.650 1.838 -0.337
C -2.709 2.460 -0.758
N -1.357 1.417 1.028
H 0.569 2.344 0.233
H 1.646 2.324 -1.077
H -0.710 0.656 -1.807
H -0.536 2.387 -2.284
H -2.796 2.883 -1.725
H -3.614 2.554 -0.088
H -2.142 1.207 1.594
H -0.572 0.629 1.241
H -0.753 -2.315 2.508
H -0.193 -3.698 2.467
O -0.881 -3.244 2.837
H -2.088 -1.741 -0.203
H -2.021 -3.046 0.681
O -2.327 -2.606 -0.184
H 2.513 -0.689 2.313
H 2.456 -2.157 1.836
O 2.529 -1.600 2.634
H 1.839 -2.484 0.219
H 1.088 -1.749 1.103
O 1.188 -2.650 0.755
H 1.850 0.663 -2.352
H 1.192 1.785 -2.876
O 1.362 0.909 -3.184
H -0.184 -2.452 -3.604
H -0.679 -3.162 -2.358
O -0.904 -2.807 -3.217
H 1.381 2.330 2.154
H 0.120 3.311 1.861
O 1.059 3.248 2.345
```

Calculated values
frontier orbital gap: 8.9 eV
total charge: -1
energy: -935.61765 a.u.
F_max: 8.0 eV/Å
E_LUMO: 3.0033 eV
energy relative to the best compared isomer or geometry (same formula, charge and spin): 2.731 eV

---

(3)
A structure of composition C19H22AsCl5InN2OS4, computed with the ωB97M-V functional and the def2-TZVPD basis.

XYZ file:
```
55
C19H22AsCl5InN2OS4, DFT the ωB97M-V functional and the def2-TZVPD basis
In -0.416 -0.334 -0.718
C -0.174 -3.213 2.215
C 0.456 -1.854 2.091
C 1.731 -1.719 1.540
C 2.534 -2.944 1.191
C 2.248 -0.447 1.276
C 3.590 -0.333 0.602
C 1.530 0.686 1.667
C 1.995 2.066 1.287
C 0.354 0.541 2.411
C -0.270 1.749 3.052
C -0.228 -0.721 2.549
C -1.593 -0.883 3.148
H 0.031 -3.651 3.193
H 0.191 -3.886 1.445
H -1.252 -3.149 2.098
H 2.303 -3.273 0.176
H 2.314 -3.762 1.873
H 3.601 -2.748 1.243
H 4.371 -0.741 1.245
H 3.854 0.696 0.388
H 3.595 -0.888 -0.334
H 2.752 2.447 1.976
H 1.155 2.752 1.273
H 2.413 2.062 0.283
H -0.998 2.194 2.376
H 0.485 2.490 3.296
H -0.772 1.480 3.978
H -1.555 -1.465 4.068
H -2.246 -1.408 2.452
H -2.065 0.069 3.354
S -4.466 -2.014 1.050
As -4.164 -2.980 -0.758
S -1.860 -2.736 -2.717
S -3.358 -1.345 -2.351
S -1.876 -3.630 -0.843
Cl 1.688 -1.378 -2.815
C 1.371 0.168 -3.514
C 0.667 1.075 -2.728
C 0.480 2.314 -3.327
Cl -0.311 3.540 -2.401
C 0.906 2.640 -4.608
Cl 0.586 4.194 -5.303
C 1.596 1.687 -5.348
Cl 2.130 2.057 -6.944
C 1.854 0.439 -4.787
Cl 2.775 -0.728 -5.674
N -4.138 1.144 0.224
C -3.051 1.808 -0.226
N -3.280 2.813 -1.117
O -1.929 1.617 0.235
H -4.995 1.174 -0.303
H -3.983 0.292 0.758
H -4.123 2.830 -1.663
H -2.452 3.210 -1.538
```

Calculated values
frontier orbital gap: 6.6 eV
total charge: -1
energy: -7241.76598 a.u.
F_max: 1.0 eV/Å
E_LUMO: 2.3955 eV
energy relative to the best compared isomer or geometry (same formula, charge and spin): 2.602 eV

---

(4)
The molecule C4H8N2, computed with the ωB97M-V functional and the def2-TZVPD basis.

XYZ file:
```
14
C4H8N2, DFT the ωB97M-V functional and the def2-TZVPD basis
C 2.142 -0.681 0.525
C -1.041 1.103 0.213
C -1.754 0.120 -0.751
C -0.631 -0.826 -0.579
H 2.018 -1.676 -0.024
H 3.201 -0.601 0.773
H -0.873 2.276 0.032
H -1.432 1.101 1.260
H -1.891 0.582 -1.721
H -2.657 -0.380 -0.260
H -0.325 -1.292 -1.597
H -0.776 -1.694 0.106
N 1.361 0.305 0.620
N 0.131 0.179 0.092
```

Calculated values
frontier orbital gap: 9.1 eV
total charge: 0
energy: -266.60227 a.u.
F_max: 3.8 eV/Å
E_LUMO: 1.0897 eV
energy relative to the best compared isomer or geometry (same formula, charge and spin): 3.258 eV
structure (SMILES): C=NN1CCC1

---

(5)
A structure of composition C29H28Cl2F5N2O2SeTi, computed with the ωB97M-V functional and the def2-TZVPD basis.

XYZ file:
```
70
C29H28Cl2F5N2O2SeTi, DFT the ωB97M-V functional and the def2-TZVPD basis
Ti -0.090 -0.437 1.033
C -0.533 -4.533 -3.446
C -1.142 -3.725 -2.296
C -2.636 -3.489 -2.529
C -0.376 -2.433 -2.110
C 0.504 -2.269 -1.047
C 1.258 -1.090 -0.906
C 1.175 -0.052 -1.847
C 2.043 1.169 -1.744
C 0.307 -0.236 -2.918
C -0.442 -1.397 -3.045
H -1.049 -5.486 -3.555
H 0.524 -4.735 -3.274
H -0.626 -3.992 -4.390
H -1.028 -4.305 -1.375
H -2.816 -2.945 -3.457
H -3.097 -2.933 -1.709
H -3.157 -4.443 -2.609
H 0.655 -3.074 -0.334
H 2.060 -1.068 -0.168
H 3.010 0.975 -2.214
H 2.243 1.447 -0.709
H 1.595 2.018 -2.258
H 0.229 0.532 -3.679
H -1.089 -1.505 -3.908
O 0.762 6.431 1.242
C 1.254 5.656 2.305
C 0.860 4.228 2.081
C 1.217 3.240 2.998
C 0.869 1.937 2.744
N 0.187 1.573 1.643
C -0.225 2.530 0.785
C 0.113 3.857 0.969
C -1.125 2.064 -0.293
C -1.687 2.912 -1.227
C -2.626 2.419 -2.127
C -3.267 3.319 -3.142
O -2.681 4.592 -3.048
C -2.971 1.075 -2.043
C -2.347 0.281 -1.107
N -1.430 0.748 -0.251
H 1.005 7.354 1.370
H 0.850 5.978 3.273
H 2.347 5.701 2.376
H 1.765 3.479 3.899
H 1.137 1.140 3.426
H -0.205 4.621 0.277
H -1.433 3.960 -1.269
H -4.345 3.346 -2.941
H -3.131 2.877 -4.135
H -3.113 5.198 -3.660
H -3.713 0.639 -2.700
H -2.584 -0.771 -1.038
Cl -1.973 -2.346 1.123
C -2.593 -1.752 2.700
Cl -2.216 -0.027 2.811
H -2.065 -2.285 3.483
H -3.666 -1.898 2.720
F 6.155 0.354 4.646
C 5.013 -0.140 4.210
C 4.355 -1.126 4.930
F 4.874 -1.579 6.056
C 3.151 -1.630 4.464
F 2.536 -2.570 5.171
C 2.582 -1.171 3.282
Se 0.941 -1.925 2.681
C 3.269 -0.197 2.586
F 2.754 0.274 1.425
C 4.465 0.332 3.027
F 5.079 1.282 2.332
```

Calculated values
2S+1: 2
frontier orbital gap (spin up / spin down): 6.6 / 7.0 eV
total charge: +2
energy: -6052.01690 a.u.
F_max: 0.2 eV/Å
E_LUMO (spin up / spin down): -7.2150 / -6.8682 eV
energy relative to the best compared isomer or geometry (same formula, charge and spin): 0.430 eV

---

(6)
A structure of composition C45H37CoN2P2S, computed with the ωB97M-V functional and the def2-TZVPD basis.

XYZ file:
```
88
C45H37CoN2P2S, DFT the ωB97M-V functional and the def2-TZVPD basis
Co 0.938 0.810 0.082
S 1.083 3.940 -2.953
C 1.136 2.441 -3.868
C 1.077 2.271 -5.245
C 0.929 0.993 -5.752
C 0.999 -0.092 -4.876
C 1.056 0.068 -3.509
C 1.204 1.349 -2.989
N 1.324 1.703 -1.648
C 1.253 3.029 -1.492
C 1.353 3.540 -0.145
C 1.583 4.897 0.181
C 1.931 5.254 1.493
C 2.079 4.285 2.457
C 1.784 2.935 2.133
C 1.392 2.529 0.869
H 1.096 3.167 -5.861
H 0.858 0.790 -6.841
H 0.884 -1.112 -5.265
H 0.960 -0.822 -2.883
H 1.519 5.681 -0.568
H 2.035 6.318 1.752
H 2.438 4.560 3.441
H 1.888 2.237 2.970
C -0.120 -2.111 1.643
N -1.440 -1.806 1.126
C -1.956 -0.466 1.439
P -1.103 1.025 0.630
C -1.719 2.256 1.762
C -2.685 3.223 1.410
C -3.060 4.170 2.357
C -2.490 4.171 3.593
C -1.579 3.204 3.959
C -1.206 2.207 3.052
C -1.896 1.159 -0.960
C -2.127 2.422 -1.510
C -2.888 2.530 -2.669
C -3.262 1.384 -3.364
C -2.933 0.142 -2.843
C -2.149 0.025 -1.715
C -2.287 -2.860 0.729
C -2.157 -4.166 1.283
C -2.888 -5.237 0.816
C -3.842 -5.058 -0.189
C -4.077 -3.786 -0.705
C -3.363 -2.695 -0.198
P 1.339 -1.180 0.843
C 2.517 -1.618 2.140
C 2.585 -0.815 3.308
C 3.367 -1.267 4.377
C 4.036 -2.483 4.318
C 4.009 -3.226 3.166
C 3.248 -2.818 2.090
C 1.851 -2.100 -0.578
C 3.141 -1.827 -1.091
C 3.628 -2.563 -2.173
C 2.831 -3.554 -2.740
C 1.555 -3.837 -2.231
C 1.029 -3.106 -1.167
H 0.132 -3.154 1.518
H -0.033 -1.891 2.710
H -1.938 -0.321 2.521
H -2.998 -0.415 1.097
H -3.232 3.101 0.463
H -3.830 4.897 2.121
H -2.804 4.930 4.296
H -1.126 3.173 4.950
H -0.492 1.457 3.342
H -1.710 3.307 -0.999
H -3.203 3.514 -3.005
H -3.891 1.428 -4.304
H -3.211 -0.777 -3.340
H -1.748 -0.957 -1.415
H -1.505 -4.292 2.123
H -2.723 -6.262 1.189
H -4.356 -5.923 -0.601
H -4.825 -3.670 -1.487
H -3.698 -1.695 -0.475
H 2.097 0.147 3.338
H 3.416 -0.646 5.265
H 4.543 -2.898 5.222
H 4.482 -4.200 3.133
H 3.252 -3.446 1.205
H 3.772 -1.031 -0.671
H 4.616 -2.346 -2.561
H 3.245 -4.122 -3.584
H 1.037 -4.724 -2.607
H 0.024 -3.294 -0.833
```

Calculated values
2S+1: 4
frontier orbital gap (spin up / spin down): 7.3 / 7.0 eV
total charge: +1
energy: -4309.93905 a.u.
F_max: 3.0 eV/Å
E_LUMO (spin up / spin down): -2.6745 / -3.2010 eV